# 1
{
  "formula": "C31H46N4P2PtSi",
  "method": "ωB97M-V/def2-TZVPD",
  "elements": ["Pt", "C", "C", "C", "C", "C", "C", "C", "C", "C", "H", "H", "H", "H", "H", "H", "H", "H", "H", "H", "H", "H", "H", "H", "H", "P", "P", "N", "N", "N", "N", "C", "C", "C", "C", "C", "C", "C", "C", "C", "C", "C", "C", "C", "C", "C", "C", "C", "C", "H", "H", "H", "H", "H", "H", "H", "H", "H", "H", "H", "H", "H", "H", "H", "H", "H", "H", "H", "H", "C", "Si", "C", "C", "C", "H", "H", "H", "H", "H", "H", "H", "H", "H", "H", "H"],
  "coordinates": [[-0.787800, -2.229856, -1.951614], [-1.258434, 2.745840, -1.589367], [-1.411839, 1.865993, -2.562395], [-0.629991, 1.669841, -3.828256], [0.596973, 0.678724, -3.752407], [1.731295, 1.062262, -2.854860], [1.746363, 2.102521, -2.028880], [1.093175, 3.418878, -2.320826], [-0.145462, 3.738621, -1.464155], [1.115543, -2.551017, -1.348501], [-2.044068, 2.767799, -0.818488], [-2.167374, 1.071096, -2.449378], [-0.350529, 2.616132, -4.324029], [-1.308320, 1.097685, -4.490519], [0.197103, -0.326456, -3.444314], [1.010383, 0.495172, -4.779400], [2.504198, 0.287695, -2.793963], [2.383534, 2.067543, -1.135546], [0.838211, 3.553261, -3.380359], [1.851631, 4.174030, -2.056343], [0.097354, 3.814059, -0.388862], [-0.485407, 4.759639, -1.768775], [1.371877, -1.833622, -0.585366], [1.570490, -2.351271, -2.317189], [1.244460, -3.595489, -1.015943], [1.436233, -1.107356, -6.344172], [-2.420557, -0.384762, -6.242467], [2.722918, 0.029045, -6.854478], [1.952936, -2.340216, -7.557385], [-2.426397, 1.209127, -7.062683], [-3.856084, -0.892058, -7.201227], [0.164393, -0.287942, -7.379592], [-1.161334, -1.073308, -7.388723], [3.864279, 0.205090, -6.056787], [4.778343, 0.996237, -6.741317], [4.189116, 1.334137, -7.994304], [2.938950, 0.723440, -8.042433], [2.381008, -3.631315, -7.220190], [2.773004, -4.296544, -8.380085], [2.556919, -3.401585, -9.474570], [2.085058, -2.205243, -8.936761], [-2.843894, 2.306589, -6.292559], [-2.647516, 3.477330, -7.023302], [-2.146405, 3.087118, -8.295518], [-2.004158, 1.703721, -8.314164], [-4.521848, -0.249918, -8.257967], [-5.399897, -1.145194, -8.854143], [-5.272658, -2.387385, -8.146583], [-4.318923, -2.214225, -7.159225], [0.499556, -0.146269, -8.414820], [0.067408, 0.724460, -6.956977], [-1.564875, -1.091612, -8.412356], [-1.039382, -2.118460, -7.058704], [3.901448, -0.269479, -5.085543], [5.772339, 1.261643, -6.386945], [4.640498, 1.929681, -8.773541], [2.220105, 0.740155, -8.843006], [2.337688, -3.950259, -6.185642], [3.164791, -5.304765, -8.439795], [2.696826, -3.609404, -10.514524], [1.833233, -1.288262, -9.431696], [-3.237158, 2.171129, -5.307531], [-2.817434, 4.461504, -6.619043], [-1.903752, 3.774471, -9.094221], [-1.614481, 1.130063, -9.124324], [-4.308536, 0.780349, -8.504480], [-6.032996, -0.917858, -9.692688], [-5.811975, -3.290224, -8.361497], [-3.925169, -2.899612, -6.425054], [0.586242, -0.751222, 1.944824], [-1.167511, -0.501967, 1.283181], [-2.436657, -0.849166, 2.671868], [-1.201775, 1.384077, 1.201224], [-1.841631, -1.575491, -0.264461], [0.678010, -0.195280, 2.892647], [1.334182, -0.338332, 1.251920], [0.806348, -1.804444, 2.151010], [-2.280538, -0.206717, 3.550439], [-3.459330, -0.657085, 2.309594], [-2.369583, -1.894898, 3.010421], [-0.289032, 1.783939, 0.738752], [-2.077705, 1.744455, 0.657823], [-1.274086, 1.817211, 2.207689], [-2.448116, -2.351687, 0.282185], [-2.575700, -0.906104, -0.775758]],
  "atomic_forces_ev_per_a": [[-0.5897, 0.1316, 1.1476], [-0.5697, 0.5998, 0.0590], [-0.2144, -1.2702, -0.1840], [0.7668, -1.0381, -0.7862], [-0.3214, 0.7556, -0.6205], [-0.1537, -1.0501, 0.3895], [0.5752, 0.1354, -0.2057], [-0.3641, 0.5573, 0.8487], [-0.2362, 0.8032, -0.0551], [0.2382, -0.9102, -0.7938], [0.6979, 0.0463, -0.4706], [-0.0429, 0.6179, 0.1055], [-0.3027, -0.6622, 0.0885], [0.1666, 0.6697, 0.0470], [0.3549, 0.5939, 0.0062], [-0.4551, 0.4068, 0.4761], [-0.3495, 0.0229, 0.5597], [0.1552, 0.1726, -0.5899], [0.4454, -0.0546, 0.5249], [-0.2248, -0.1245, -0.3097], [0.1167, 0.0096, -0.4238], [0.0313, -0.6540, 0.3543], [0.0948, 0.1735, 0.1155], [0.9258, -0.0807, 0.1406], [0.0673, 0.5193, -0.1793], [2.0158, 1.1540, -1.9191], [-0.2749, 2.4150, -2.3435], [0.1231, -0.2343, 1.3598], [-0.0507, -1.2369, -0.2186], [-0.1859, 0.0483, 1.4731], [-0.7265, -1.3873, -0.4882], [-0.2863, -0.2054, 0.2717], [0.0002, -0.5434, -0.1118], [-0.0381, 0.2478, -0.8209], [-0.5587, -0.5212, 0.2751], [-0.6253, -0.7959, 0.4915], [0.7418, 0.1645, 0.0059], [-0.7469, 2.0587, -0.0319], [-0.0097, 0.6229, -2.3281], [0.5801, -1.8602, 1.6557], [-0.1784, -0.1142, 1.5447], [0.6135, 0.9308, -1.5637], [-0.2861, -1.6012, 0.8297], [0.0618, -0.7340, 0.3355], [-0.3387, 1.3438, 0.7170], [1.3483, -0.2248, 1.6440], [-0.2958, -2.7774, 0.8965], [-1.2084, 1.6892, -2.2884], [0.8924, 2.2133, 0.3921], [-0.0823, -0.0345, 0.4541], [-0.0687, -0.2638, -0.1219], [-0.0014, -0.0655, 0.3838], [0.1889, 0.1065, -0.3027], [0.1111, 0.1455, -0.0602], [-0.4163, 0.0128, -0.0926], [-0.1338, -0.0238, 0.0385], [-0.0173, 0.2039, 0.0951], [0.1109, -0.0472, -0.1348], [-0.1225, 0.1726, 0.0341], [0.1855, -0.0340, -0.2684], [-0.0451, 0.0235, -0.1243], [-0.0122, -0.0776, 0.3633], [-0.1044, 0.0644, -0.2670], [0.0303, -0.2483, -0.0411], [0.0756, -0.5581, -0.0838], [-0.0365, -0.0063, 0.1046], [-0.1586, -0.0725, -0.0255], [-0.0952, -0.1526, 0.0311], [-0.0765, -0.1159, 0.0304], [-0.1306, -0.4451, -0.1878], [-0.5197, 0.0546, 0.5189], [0.1973, -0.3599, -0.2945], [-0.1658, 0.0858, -0.4686], [-0.8765, 1.0743, 1.1347], [-0.1396, -0.1618, -0.3180], [-0.1262, -0.1947, 0.1552], [0.1837, 0.1594, -0.0410], [0.1189, -0.1239, -0.2969], [0.2709, -0.1488, 0.0878], [-0.1823, 0.2560, -0.0716], [-0.2858, -0.0273, -0.0156], [0.1400, -0.0355, 0.1733], [0.1073, -0.3734, -0.0704], [0.6071, 0.3214, -0.7798], [0.0919, -0.1331, 0.4390]],
  "s2": 6.028,
  "spin_multiplicity": 5,
  "lumo_energy_ev": [-5.416, -9.451],
  "largest_force_ev_per_a": 3.376,
  "homo_energy_ha": [-0.382, -0.470],
  "de_lowest_kcal_mol": 0.0,
  "orbital_gap_ev": [4.97, 3.33],
  "total_energy_ev": -68531.2919,
  "charge": 2
}

---

# 2
{
  "formula": "C31H46N7O",
  "method": "ωB97M-V/def2-TZVPD",
  "elements": ["C", "C", "N", "C", "C", "C", "C", "O", "C", "H", "H", "H", "H", "H", "H", "H", "H", "H", "H", "H", "H", "H", "H", "H", "H", "N", "C", "C", "C", "C", "H", "H", "H", "H", "H", "N", "C", "C", "C", "C", "H", "H", "H", "H", "H", "N", "C", "C", "C", "C", "H", "H", "H", "H", "H", "N", "C", "C", "C", "C", "H", "H", "H", "H", "H", "N", "C", "C", "C", "C", "H", "H", "H", "H", "H", "N", "C", "C", "C", "C", "H", "H", "H", "H", "H"],
  "coordinates": [[-1.081833, -2.848895, -0.922041], [0.181640, -2.521828, -1.240901], [0.433599, -1.345297, -2.107453], [-0.283835, -1.551138, -3.430629], [1.908596, -1.146575, -2.379243], [2.658521, -0.441386, -1.257718], [3.137305, -1.279033, -0.059400], [4.527515, -1.488415, -0.091006], [4.947456, -2.700572, -0.673869], [-1.415721, -3.107344, 0.074832], [-1.833318, -2.912294, -1.705194], [1.032855, -3.127699, -0.969192], [0.062828, -0.518657, -1.647372], [0.089764, -0.853616, -4.171382], [-0.083589, -2.571222, -3.739554], [-1.349825, -1.399468, -3.302425], [2.349252, -2.102170, -2.655666], [1.965606, -0.514628, -3.262846], [3.567064, -0.045746, -1.714000], [2.104882, 0.436885, -0.919109], [2.622477, -2.236575, 0.039286], [2.929263, -0.724847, 0.856464], [4.924837, -2.707429, -1.769332], [4.380962, -3.560143, -0.305786], [5.989053, -2.820469, -0.386893], [-5.131728, -1.881278, 0.137979], [-4.235514, -1.515401, -0.828888], [-4.843469, -1.662713, -2.047387], [-6.160938, -2.135358, -1.805664], [-6.308043, -2.257019, -0.448146], [-4.957400, -1.875142, 1.126290], [-3.247922, -1.175729, -0.568773], [-4.400698, -1.453006, -3.007471], [-6.913778, -2.357568, -2.543617], [-7.146969, -2.576679, 0.146065], [-8.341583, 0.509740, -1.206795], [-9.427519, 0.541167, -2.036509], [-10.181496, 1.634109, -1.699478], [-9.521268, 2.290059, -0.625955], [-8.388473, 1.572979, -0.347037], [-7.618775, -0.188605, -1.228703], [-9.570726, -0.212696, -2.792333], [-11.103004, 1.932358, -2.169607], [-9.841104, 3.184778, -0.119125], [-7.615859, 1.728518, 0.386379], [8.233779, -2.827724, 4.318751], [6.935389, -2.988581, 3.923194], [6.838290, -2.557748, 2.627000], [8.132422, -2.120755, 2.226555], [8.970984, -2.302801, 3.295357], [8.592668, -3.059461, 5.226758], [6.196496, -3.392195, 4.593312], [5.940231, -2.549451, 2.031772], [8.415966, -1.720308, 1.266715], [10.022463, -2.105418, 3.411750], [6.401563, 0.900802, 2.805057], [5.322559, 0.775766, 1.979607], [4.527217, 1.880141, 2.160152], [5.159110, 2.705414, 3.129664], [6.313823, 2.072271, 3.504544], [7.144760, 0.226179, 2.882618], [5.217010, -0.085379, 1.342465], [3.596735, 2.079290, 1.652373], [4.809520, 3.651910, 3.506646], [7.075718, 2.355460, 4.207909], [7.407202, 4.706364, 6.196252], [7.159326, 5.948494, 6.714546], [7.917838, 6.851331, 6.019659], [8.650710, 6.126235, 5.041105], [8.312884, 4.806949, 5.174459], [6.988823, 3.853817, 6.518146], [6.468926, 6.082354, 7.529177], [7.945127, 7.913825, 6.192391], [9.344817, 6.528210, 4.322666], [8.639874, 3.937209, 4.632352], [-11.592504, -0.214384, -4.951337], [-11.534922, 1.120678, -5.245755], [-10.932267, 1.256149, -6.466659], [-10.616042, -0.050287, -6.929926], [-11.037588, -0.935450, -5.974525], [-11.982445, -0.605668, -4.114104], [-11.926033, 1.855365, -4.563969], [-10.740375, 2.186926, -6.972883], [-10.136996, -0.309257, -7.859086], [-10.992143, -2.010224, -5.935503]],
  "atomic_forces_ev_per_a": [[0.1633, -0.0031, -0.6457], [-0.8217, 0.0825, 0.9860], [0.3446, -1.7628, -2.0382], [-0.1134, 0.1982, 0.0477], [0.3090, 0.6962, 0.0048], [0.1431, -0.3651, 0.0058], [-0.0110, 0.2463, 0.2256], [-0.2202, -0.1700, -0.0809], [0.4666, -0.1613, -0.1263], [0.5288, -1.4890, -0.1758], [-0.5351, 1.5098, 0.3706], [0.4021, 0.9383, 0.9610], [0.0224, 0.0259, 0.1365], [0.0421, 0.1228, 0.0584], [0.0236, -0.0143, -0.0922], [-0.0457, -0.0424, 0.0884], [-0.1851, -0.1905, 0.1510], [-0.1325, 0.0238, -0.0393], [0.0205, 0.0860, 0.0029], [-0.1391, -0.0013, -0.0347], [-0.0493, -0.0621, -0.0808], [0.0737, 0.0410, 0.0504], [-0.2064, 0.2013, -0.0517], [-0.0797, 0.0217, 0.1119], [0.0322, -0.1312, 0.0198], [-0.0094, 0.0137, -0.0613], [-0.0051, -0.0266, 0.0725], [0.0828, -0.0118, -0.0109], [-0.0556, -0.0180, -0.0006], [0.0277, -0.0237, 0.0215], [-0.0302, 0.0355, 0.0182], [-0.0358, 0.0844, 0.0455], [-0.0408, 0.0369, -0.0160], [0.0078, -0.0215, -0.0087], [-0.0086, -0.0218, -0.0141], [0.0165, 0.0236, 0.0110], [-0.0020, -0.0391, 0.0268], [-0.0084, -0.0199, -0.0075], [-0.0016, 0.0113, 0.0151], [0.0008, -0.0386, -0.0094], [0.0263, 0.0127, -0.0191], [0.0039, 0.0414, -0.0478], [0.0012, 0.0239, -0.0017], [-0.0046, 0.0052, -0.0013], [-0.0048, 0.0145, 0.0100], [-0.0076, 0.0006, -0.0267], [0.0368, 0.0037, 0.0176], [-0.0297, -0.0076, -0.0392], [-0.0344, 0.0517, -0.0371], [-0.0016, 0.0427, 0.0680], [0.0105, -0.0136, 0.0091], [-0.0136, 0.0069, -0.0030], [-0.0218, 0.0213, 0.0274], [0.0162, -0.0211, -0.0092], [0.0086, -0.0010, -0.0192], [0.0322, 0.0970, 0.0314], [0.0068, -0.0529, 0.0628], [0.0085, -0.0219, -0.0150], [-0.0383, 0.0370, 0.0234], [-0.0237, -0.1035, -0.0190], [-0.0330, -0.0670, -0.0024], [0.0531, 0.0747, 0.0385], [0.0033, 0.0279, -0.0026], [0.0148, 0.0149, -0.0096], [0.0125, 0.0130, -0.0028], [-0.0083, 0.0123, -0.0381], [0.0026, -0.0263, 0.0043], [-0.0128, 0.0121, -0.0030], [-0.0065, 0.0064, -0.0051], [-0.0056, -0.0131, 0.0457], [-0.0150, -0.0053, 0.0099], [0.0056, 0.0133, 0.0101], [0.0014, 0.0058, -0.0005], [0.0043, 0.0036, -0.0021], [0.0459, 0.0178, -0.0154], [0.0182, 0.0064, -0.0242], [-0.0067, -0.0306, 0.0497], [0.0079, -0.0025, -0.0070], [0.0226, -0.0010, 0.0011], [0.0296, -0.0191, 0.0607], [-0.0530, 0.0115, -0.0022], [0.0047, 0.0249, -0.0155], [-0.0070, 0.0042, -0.0070], [-0.0102, -0.0004, -0.0116], [-0.0101, -0.0062, -0.0193]],
  "lumo_energy_ev": -4.207,
  "largest_force_ev_per_a": 2.717,
  "homo_energy_ha": -0.345,
  "de_lowest_kcal_mol": 20.6,
  "orbital_gap_ev": 5.18,
  "total_energy_ev": -45360.2695,
  "charge": 1
}